No. 1
Computed, not measured: a structure of composition C33H29FeN2O3S, with ωB97M-V/def2-TZVPD.

Summary:
HOMO (spin up / spin down) in hartree: -0.0331 / -0.1500
Total charge: -1
Total energy in a.u.: -3271.8276
Multiplicity: 5
Expectation value of S²: 6.12

XYZ file:
```
69
Properties=species:S:1:pos:R:3:forces:R:3
Fe 2.50476 -1.63852 -2.97203 3.110 -1.206 2.946
S 2.49161 2.18645 0.13224 -0.093 -0.552 0.593
O 2.36799 -2.46291 -0.17161 -0.459 0.218 -0.800
O 4.75925 0.05405 -2.09534 -0.319 -0.248 -0.127
O 4.61697 -3.56339 -3.80625 -0.374 0.299 0.444
N 1.80924 0.62210 2.07075 2.336 -0.660 0.311
N 0.01549 1.20421 0.62730 -3.907 -0.223 -0.606
C -4.18762 1.05209 -1.80341 0.287 0.194 0.151
C 3.72878 1.60370 1.22448 0.632 0.667 -0.649
C 1.66793 0.06821 -3.75776 -1.378 1.743 -0.641
C 3.77240 -2.85056 -3.46343 0.977 -0.910 -1.198
C -0.41632 0.18266 2.86204 -0.225 0.098 0.556
C 1.00310 -0.32303 2.84764 0.301 0.100 -0.240
C 5.88331 1.36101 2.28013 0.422 -0.175 0.439
C -0.20279 -2.51494 -2.91893 -0.567 -0.019 0.382
C -3.70071 0.71184 -0.53638 0.004 0.333 -0.187
C -0.39721 -0.99570 -2.80298 -0.365 -0.639 0.056
C -5.17395 0.59329 3.91887 0.194 -0.147 -0.199
C 1.25341 1.25706 0.99760 3.307 0.506 0.600
C 0.96216 -0.36870 -2.60465 -0.351 0.929 -0.066
C -2.82710 3.05952 -1.77930 -0.053 -0.358 0.082
C -2.32236 2.69569 -0.53060 -0.311 0.072 -0.109
C -4.39221 -1.55387 3.10429 0.206 0.386 -0.084
C -3.75547 2.22977 -2.42170 0.010 -0.063 0.230
C -2.78517 1.54465 0.11454 -0.077 -0.127 -0.051
C -2.27355 1.21912 1.51576 -0.215 0.100 -0.024
C 3.19845 0.72054 2.17027 -3.216 -0.009 -0.208
C 3.84540 -0.55103 -2.47263 1.230 1.110 0.416
C 1.46614 -2.09994 -4.84201 -1.019 -1.743 -1.323
C -5.26069 -0.80433 3.90210 0.081 0.145 -0.102
C -3.32173 0.49250 2.36162 0.335 0.058 -0.329
C 2.33836 -2.22919 -1.31437 0.526 -0.583 2.228
C 5.08641 1.92568 1.27248 -0.718 0.313 -0.557
C -0.93186 0.45794 1.46593 0.526 0.246 -0.787
C 1.07839 -2.80558 -3.65876 -1.007 -0.625 -0.441
C 5.34223 0.46652 3.21431 -0.770 0.094 -0.323
C -3.41647 -0.90375 2.33768 -0.477 -0.045 0.286
C 3.98429 0.12540 3.15392 1.422 -0.746 1.433
C 1.68708 -0.73554 -4.91628 -0.200 1.647 -0.777
C -4.21007 1.23869 3.14122 -0.011 -0.335 0.083
H -1.05688 -0.54541 3.36341 0.082 0.025 -0.014
H -1.56189 3.30469 -0.03973 -0.265 -0.112 -0.139
H -0.13122 -2.95762 -1.91234 0.019 0.127 -0.059
H 2.10879 -0.31873 -5.83312 -0.079 -0.133 0.186
H 2.12798 1.05741 -3.76645 0.227 -0.218 -0.110
H -2.49046 3.98515 -2.24876 -0.061 -0.312 0.057
H -4.45607 -2.64128 3.07192 -0.051 0.260 0.067
H -0.88924 -0.61782 -3.71998 0.336 -0.063 0.255
H 1.11811 0.15969 -1.65247 -0.239 0.110 -0.635
H 3.54320 -0.57082 3.86591 0.239 0.126 -0.222
H 1.41472 -0.38233 3.85552 -0.011 0.017 -0.076
H -4.90733 0.39573 -2.29382 0.215 0.196 0.063
H -1.06641 -0.72838 -1.96976 0.092 -0.129 -0.107
H -6.01065 -1.30760 4.50748 0.109 0.080 -0.091
H -1.07523 -3.00813 -3.38169 0.006 0.050 -0.102
H -2.74143 -1.49465 1.71166 -0.248 0.214 0.248
H -4.14154 2.49919 -3.40384 0.088 -0.044 0.210
H 5.97383 0.04182 3.99411 -0.150 0.072 -0.216
H -2.06624 2.18060 2.01916 -0.016 -0.271 -0.174
H -5.85134 1.18582 4.53390 0.123 -0.205 -0.130
H -4.13244 2.32953 3.13130 -0.054 -0.342 0.050
H 6.93828 1.62744 2.34147 -0.269 -0.086 -0.042
H 1.06699 -1.31924 2.38287 0.072 0.214 0.016
H -4.04947 -0.19652 -0.04518 0.033 0.244 -0.169
H -1.09887 -0.50978 0.95061 0.098 0.193 0.012
H 1.39044 -3.85893 -3.59055 -0.518 0.181 -0.521
H 5.48760 2.61871 0.53845 0.066 -0.190 0.137
H 1.74777 -2.70789 -5.70907 0.268 0.218 0.154
H -0.47886 1.10764 3.45226 0.096 -0.064 -0.058
```
Forces are in eV/Å.

No. 2
Computed, not measured: a cluster of 6 separate species, C16H12B3NO32S2 in total, with ωB97M-V/def2-TZVPD.

Summary:
HOMO in hartree: -0.2254
Energy relative to the best compared isomer or geometry (same formula, charge and spin) in kJ/mol: 617.8
Total charge: -2
Total energy in a.u.: -3950.9149

XYZ file:
```
66
Properties=species:S:1:pos:R:3:forces:R:3
S -0.00342 -0.83398 -5.85056 -2.233 -0.233 -1.483
S -0.93025 6.73866 0.53325 2.699 -0.234 -1.950
O -5.56789 -0.23417 5.19168 3.791 0.999 -2.985
O 8.55864 -4.92576 -2.27365 -2.575 4.734 0.700
O -1.88900 -5.72670 -1.26450 1.731 0.044 2.046
O -6.95998 1.33307 8.65578 -0.726 -0.305 -1.219
O -6.36172 1.05687 2.06204 0.174 -0.339 -1.344
O -3.86541 0.20137 3.55196 -4.381 -0.006 1.512
O 8.57681 -0.41679 -2.69618 0.321 1.340 -0.780
O 3.13107 -3.76427 2.39863 -2.283 -1.280 -1.646
O 0.71900 -0.78486 -7.10701 -1.435 0.751 1.718
O 1.47946 -6.68880 1.60843 -1.716 0.366 -0.798
O 1.04172 -4.37290 1.72427 -1.532 -0.021 -0.974
O 7.70343 -2.75580 -2.62039 -0.651 -0.318 -1.080
O 8.65660 -1.80224 -0.72697 -0.137 -1.791 0.217
O -7.62618 -0.74552 6.00116 -0.757 -0.542 -1.136
O 8.19656 1.75401 -3.34065 -0.179 -0.846 0.749
O -1.14817 7.46502 -0.95558 0.208 -1.280 1.422
O -0.58101 8.21402 1.21186 1.169 -3.143 2.298
O -7.31681 0.71970 4.03323 -0.117 -0.207 0.989
O -0.50295 0.63629 -5.24885 0.615 -1.045 -0.160
O -1.60336 -1.29497 -6.18091 0.769 1.035 0.423
O 6.62657 -0.81836 -1.59105 -1.778 1.924 -1.086
O 3.60719 -6.66623 2.36137 -3.031 2.184 -1.596
O 5.65302 1.24985 -1.99096 0.217 -1.368 -0.501
O -3.08494 -6.11712 1.44038 3.468 0.342 -0.951
O -8.19567 -1.23585 8.16066 1.399 1.753 -3.046
O 9.53569 -3.75541 0.20822 -3.715 2.613 -3.654
O 0.07330 -5.66076 -0.14661 0.552 0.252 0.838
O 0.23464 5.79488 0.41376 -3.509 3.422 0.883
O -2.19449 6.30133 1.00622 0.350 -0.128 0.063
O -6.78451 1.40601 6.42140 -0.319 0.533 -1.027
O 0.59912 -1.64664 -4.83667 -0.885 1.041 0.070
O -0.88275 -5.97837 2.01411 1.440 0.427 0.290
N 1.08073 -0.23123 -0.49628 0.235 0.346 0.469
C -1.21442 -5.76372 -0.22834 -4.116 -0.302 -3.006
C 8.79084 -3.15605 -0.64428 3.629 -0.515 3.409
C -7.71302 -0.51567 7.24761 -2.462 -1.906 5.220
C 7.86068 0.73604 -2.78947 1.262 -1.274 -1.581
C -1.91808 0.94964 -5.37970 -0.011 -0.800 -1.100
C -7.17259 0.87365 7.55038 1.260 0.455 2.352
C -1.34994 9.21723 0.62713 0.674 0.055 -1.060
C -0.93599 8.85362 -0.82157 -2.025 1.907 -1.257
C 2.57988 -6.08233 1.94217 3.299 -2.081 1.809
C -1.88165 -5.98052 1.17361 -2.650 -0.151 0.024
C -6.32108 0.62186 3.16656 -0.083 1.661 1.197
C 8.19275 -3.74777 -1.93304 3.470 -4.269 -0.279
C -5.05313 0.20670 3.93375 2.338 -1.748 1.419
C -2.68765 -0.37348 -5.63352 2.668 -1.515 0.679
C 6.51826 0.42245 -2.18133 -0.353 -0.280 2.842
C 2.29674 -4.57087 1.95721 3.636 1.182 2.607
B 0.39363 -5.66895 1.28120 1.122 -0.802 1.239
B -6.84643 0.34094 5.42354 -0.102 -0.289 -1.974
B 7.88448 -1.45348 -1.94416 0.382 0.077 1.041
H 0.67393 0.66488 -0.26911 -0.281 0.624 -0.449
H -2.39238 9.13807 0.93558 -0.302 -0.449 -0.735
H 2.08474 -0.13165 -0.44997 0.743 -0.096 0.234
H -2.21913 1.46401 -4.46707 0.044 -0.069 -0.192
H -2.98638 -0.85474 -4.70226 -0.162 0.140 -0.027
H -1.05807 10.17998 1.04668 0.660 -0.072 -0.433
H -2.04998 1.55605 -6.27579 0.199 0.373 0.254
H -3.51567 -0.39416 -6.34208 0.396 0.368 -0.079
H 0.05761 9.11824 -1.18328 0.301 0.034 0.904
H -1.60509 9.33926 -1.53190 -0.218 -0.140 -0.151
H 0.74999 -0.83490 0.24284 0.013 -0.954 0.214
H 0.86222 -0.56864 -1.42283 -0.506 -0.185 -0.392
```
Forces are in eV/Å.

No. 3
Computed, not measured: the ion C5H12NO with charge -1, with ωB97M-V/def2-TZVPD.

Summary:
HOMO in hartree: -0.0909
Energy relative to the best compared isomer or geometry (same formula, charge and spin) in kJ/mol: 43.2
Total charge: -1
SMILES: CC[C@H](C)NC[O-]
Total energy in a.u.: -327.6796

XYZ file:
```
19
Properties=species:S:1:pos:R:3:forces:R:3
O 0.49625 -1.94144 1.92645 0.321 0.036 0.419
N 0.57395 0.41233 1.48804 -0.305 -0.322 1.269
C -0.65239 -0.68036 -2.01945 -1.202 -0.122 -0.700
C 0.11557 -0.73530 -0.71859 1.604 0.822 0.056
C 0.14292 -0.74045 2.37967 -0.656 -0.284 -0.170
C 0.17751 1.78259 -0.51591 0.313 0.082 0.218
C -0.13633 0.46329 0.24407 0.385 -0.134 -2.083
H 0.90434 1.63229 -1.32482 0.043 -0.078 0.161
H -0.96883 -0.65534 2.49594 -0.080 0.395 -0.144
H -0.27340 -0.00181 -2.80191 0.090 0.170 0.576
H -1.73334 -0.42802 -1.89137 0.625 0.003 0.152
H 1.55455 0.13551 1.39863 -0.172 0.359 -0.766
H 0.61182 2.49691 0.19473 -0.200 -0.053 -0.152
H -0.68038 -1.63791 -2.53828 0.132 -0.351 0.139
H 1.20294 -0.72378 -0.95276 -0.291 0.163 -0.056
H 0.52457 -0.42066 3.38198 0.310 -0.242 0.011
H -0.69851 2.23438 -0.98454 -0.115 -0.010 0.054
H 0.06031 -1.62847 -0.12018 -0.709 -0.548 0.120
H -1.22155 0.43624 0.35830 -0.094 0.113 0.897
```
Forces are in eV/Å.

No. 4
Computed, not measured: a cluster of 6 separate species, C44H68F6N8O7S2 in total, with ωB97M-V/def2-TZVPD.

Summary:
HOMO in hartree: -0.5995
Energy relative to the best compared isomer or geometry (same formula, charge and spin) in kJ/mol: 0.0
Total charge: +4
Total energy in a.u.: -4076.1324

XYZ file:
```
135
Properties=species:S:1:pos:R:3:forces:R:3
S 1.46374 -17.75974 -14.68362 1.544 -2.503 -2.825
S 1.26372 -19.73276 -13.14771 4.010 -5.828 0.859
F 0.56177 -15.45210 -13.64855 -0.427 -0.703 -0.381
F 1.40555 -15.22264 -15.58658 -0.728 -1.199 -0.147
F -1.02932 -21.20292 -13.33313 0.894 -0.965 1.159
F -0.76907 -20.20616 -11.45880 -0.981 0.560 1.089
F 0.50918 -21.91147 -11.71081 -1.251 0.101 -1.299
F -0.58385 -16.24223 -15.36795 1.300 0.512 0.359
O -2.46713 -19.65984 -9.22471 -1.705 -3.056 -1.837
O 2.86093 -17.52575 -14.28310 -2.633 0.575 0.690
O 2.10522 -19.38704 -11.99873 -0.888 -0.610 -0.765
O -1.70580 -18.95265 -7.40179 -0.226 0.165 1.742
O 1.91553 -20.47985 -14.27763 -1.897 1.568 3.285
O -2.58634 -17.62410 -8.82348 -1.438 3.182 -0.127
O 1.36391 -18.41691 -15.98580 -0.763 1.885 1.849
N -3.13458 -17.89958 -12.44221 -2.373 -0.114 0.626
N -2.34439 -18.74920 -8.44110 3.187 -0.341 0.027
N 3.13848 -13.68671 -13.65878 -0.009 0.475 -0.655
N 0.37574 -18.59351 -13.56451 -0.272 4.875 -2.822
N -0.67473 -23.50260 -8.27725 -0.500 -0.476 -0.038
N -8.27981 -22.44157 -14.21639 1.865 2.706 1.097
N -5.72621 -20.60878 -6.69134 -0.514 0.316 0.100
N 0.18873 -15.29436 -7.54757 -0.071 2.134 -0.888
C 0.72410 -22.92584 -8.67525 -0.358 0.589 0.776
C 1.48342 -13.14388 -12.08618 -0.836 -0.238 -0.211
C -6.98566 -22.78679 -14.04028 -0.035 0.759 -0.015
C -6.33974 -20.97484 -5.29382 2.001 1.198 0.225
C 0.78158 -21.37669 -8.77888 0.209 -0.414 -1.503
C -7.70496 -20.15366 -13.66357 -0.816 -0.553 -0.358
C -5.28921 -19.53543 -13.17170 1.503 1.066 1.431
C 2.96659 -14.95798 -11.76680 -0.161 -1.679 1.993
C -0.11557 -20.89589 -12.35254 2.171 1.368 -1.992
C -8.65746 -21.14340 -14.05030 1.390 0.273 0.547
C -2.06828 -16.99677 -12.13889 1.304 0.674 -0.684
C 1.23634 -13.68618 -8.99717 -0.570 -0.082 1.531
C -6.79592 -21.06326 -7.73245 1.628 0.529 0.439
C 3.57933 -14.72049 -12.94161 -0.250 0.019 -1.042
C -0.41514 -24.98966 -7.98785 -1.564 -0.688 0.287
C -6.36196 -20.46510 -13.53808 -0.144 -2.176 -0.678
C 0.66267 -16.07787 -14.86576 -0.555 0.548 0.688
C -4.29363 -17.82628 -11.72485 -0.282 -0.607 -1.304
C 2.10287 -12.85513 -13.28684 2.082 -1.286 1.444
C -5.46073 -20.42583 -4.12517 -0.231 0.733 -0.459
C -6.22021 -21.01244 -9.14903 0.240 -0.585 0.014
C -7.24881 -21.43877 -10.16709 -0.527 0.383 -1.124
C -4.70056 -18.50078 -5.71517 0.786 -1.313 1.453
C -2.99393 -18.78358 -13.42557 0.231 -0.860 0.588
C -3.98602 -19.70118 -13.68226 -1.295 0.324 -0.933
C -1.75934 -25.83539 -7.69876 1.738 1.341 -0.507
C -9.20635 -23.38163 -14.72581 -1.401 -0.968 -1.015
C -4.37691 -21.36839 -6.83808 -1.174 0.979 -0.576
C 0.23875 -16.15687 -8.55389 0.318 -1.058 -0.371
C -5.16139 -18.88909 -4.25760 -1.476 -0.261 -1.657
C -2.64967 -25.65588 -8.92392 -0.717 0.614 0.113
C 0.65482 -14.01893 -7.76693 1.220 -0.274 -1.060
C 2.16956 -20.82364 -9.21325 0.087 0.275 1.858
C -1.59249 -23.37969 -9.48421 0.219 0.587 0.411
C -6.01449 -21.81929 -13.77722 -0.525 -0.345 0.069
C -1.37349 -22.87939 -7.04663 1.021 -0.286 -0.882
C 1.33728 -14.63795 -9.99705 0.164 2.493 -0.723
C -5.60461 -19.04830 -6.86162 0.909 -0.374 2.134
C 0.87236 -15.87309 -9.76123 -0.665 -1.778 0.350
C 1.91790 -14.23847 -11.30918 -0.624 1.255 -0.356
C -5.41407 -18.55965 -12.13680 0.871 -0.276 -0.092
C 3.74621 -13.34111 -14.94697 0.687 0.409 -0.817
C -2.88644 -24.13900 -9.36425 0.624 -2.367 0.574
C -0.45150 -15.69126 -6.29783 0.024 0.547 1.449
H -2.39280 -15.96422 -12.00997 -0.407 -0.280 0.461
H -6.63598 -18.70524 -6.77979 0.085 0.140 -0.039
H -3.56576 -23.64276 -8.67116 -0.288 0.025 -0.401
H 1.44914 -23.25643 -7.93151 -0.273 0.085 0.483
H -7.78197 -22.36228 -9.94129 -0.092 0.170 0.354
H -4.98202 -22.13365 -13.73738 -0.022 -0.143 0.164
H 4.53362 -14.00376 -15.30612 -0.193 -0.396 0.596
H 0.74611 -13.26784 -6.99626 -0.605 -0.395 0.510
H -6.32349 -22.06414 -5.32938 -0.537 0.114 0.314
H 2.83677 -20.87446 -8.35281 0.446 -0.642 -0.116
H -6.86152 -23.85527 -14.13701 0.757 0.074 -0.076
H -2.29947 -26.18015 -9.81308 0.645 -0.044 0.154
H -7.13237 -22.04945 -7.41254 0.091 -0.073 -0.260
H -4.60871 -22.42816 -6.94419 -0.068 0.067 0.154
H 2.98202 -13.32607 -15.72407 0.023 0.227 0.201
H -3.91942 -20.99142 -7.75280 0.144 -0.066 0.037
H -1.52234 -17.41094 -11.29124 0.164 0.313 -0.084
H -7.30815 -20.49717 -5.14516 -0.212 -0.369 -0.737
H 0.33476 -24.97345 -7.19697 -0.151 -0.404 -0.032
H 0.15149 -20.97128 -9.57056 -0.613 -0.511 0.376
H -3.21184 -24.22708 -10.40081 -0.796 0.452 0.219
H -6.10131 -18.34410 -4.17027 -0.396 -0.182 0.445
H 0.23912 -16.31992 -5.73576 -0.248 -0.401 -0.264
H 4.30462 -15.42971 -13.31222 0.235 0.393 -0.442
H -1.84463 -22.32415 -9.58595 0.345 0.186 -0.036
H 0.54994 -12.64988 -11.86038 0.206 0.505 0.335
H -1.44567 -16.11777 -6.43139 0.372 -0.341 -0.428
H -2.20848 -25.55509 -6.74598 -0.243 0.363 -0.176
H -1.49580 -16.97112 -13.06609 0.570 -0.077 0.537
H 0.43769 -20.94390 -7.83944 0.260 0.052 0.037
H -3.72569 -18.98414 -5.77912 0.232 0.062 -0.660
H -8.73433 -24.34963 -14.89397 -0.110 0.119 0.187
H -7.60953 -20.35353 -7.58277 -0.084 -0.154 -0.168
H -6.32408 -18.41706 -11.57294 -0.152 -0.047 -0.106
H -9.71062 -20.98159 -14.22661 0.007 0.440 0.033
H -0.58667 -14.82391 -5.65167 0.080 0.237 -0.316
H -4.27233 -17.14339 -10.88843 -0.129 -0.017 0.025
H -1.59084 -21.82978 -7.24452 0.378 0.048 -0.006
H 4.22562 -12.37124 -14.81432 -0.198 0.120 -0.236
H -1.54571 -26.89266 -7.54181 0.499 0.059 -0.286
H -4.56272 -21.03075 -3.99971 0.058 0.140 0.044
H -3.55724 -26.21376 -8.69330 -0.501 0.532 -0.155
H -2.31465 -23.38850 -6.83892 0.302 -0.205 -0.233
H 2.10275 -19.73827 -9.28821 -0.354 -0.007 -0.595
H 1.00552 -23.54340 -9.52820 -0.185 0.609 -0.488
H -5.15803 -18.74712 -7.80922 -0.154 -0.543 -0.108
H 2.64279 -21.22127 -10.11105 -0.366 -0.105 0.136
H -4.44942 -17.44023 -5.73094 -0.585 0.051 -0.520
H -0.23468 -17.10189 -8.33207 0.063 -0.248 -0.136
H -3.69648 -21.18063 -6.00750 -0.453 0.072 0.011
H -5.35346 -21.66340 -9.26338 -0.024 -0.281 0.356
H -10.07667 -23.46600 -14.07503 0.062 -0.090 -0.081
H -0.68698 -23.04000 -6.21536 -0.138 0.303 0.062
H -3.79879 -20.42969 -14.45725 0.111 -0.058 -0.013
H 1.03693 -16.60654 -10.53672 -0.474 -0.538 0.123
H 1.68081 -12.70953 -9.11960 -0.187 0.142 0.064
H -7.93121 -19.10931 -13.50695 -0.833 -0.062 -0.141
H 3.18400 -15.79431 -11.11895 0.865 -0.310 -0.459
H -2.01584 -18.85496 -13.87796 0.154 0.172 -0.235
H -0.03262 -25.42187 -8.91250 0.413 0.189 0.108
H -6.84647 -21.60055 -11.16713 0.627 -0.180 0.162
H -6.06947 -20.53867 -3.22806 0.115 -0.281 0.074
H 2.11848 -11.92651 -13.83805 -0.956 -0.097 -0.237
H -9.49304 -22.97551 -15.69585 -0.383 -0.373 -0.066
H -4.55781 -18.48494 -3.44490 0.415 -0.301 -0.340
H -1.03821 -23.68363 -10.37219 0.167 -0.115 0.197
H -5.80274 -20.03619 -9.39554 -0.302 0.210 0.105
H -7.94176 -20.62591 -10.38429 -0.524 -0.090 0.498
```
Forces are in eV/Å.